A structure of composition C30H62BrCl26GaO7P at a distorted geometry, computed with ωB97M-V/def2-TZVPD.

E	-18511.7821	Ha
net charge	-1
lowest unoccupied orbital energy	1.76	eV

Last column: Mulliken charge in e.
Element x y z (Å)
C  5.8483  -3.7510  3.1071  -0.68
C  5.2885  -2.4150  3.9095  -0.22
O  3.9072  -2.0511  3.5468  -0.34
P  3.8196  -0.3019  3.3468  0.89
O  4.5758  -0.0060  1.9541  -0.69
C  1.9967  0.3459  3.3254  -0.62
C  1.0565  -0.6881  2.4097  0.21
C  -0.5049  -0.7582  2.9037  -0.21
Ga  -1.8847  -0.5201  1.3270  -0.03
C  -3.8245  -1.0806  1.9353  0.32
C  -3.8228  -2.5336  2.7426  -0.30
O  -4.3401  -2.2512  4.0898  -0.22
C  -5.1511  -3.3543  4.6258  0.55
C  -4.9014  -3.7739  6.2217  -0.79
O  -6.1052  -4.0328  3.9843  -0.57
C  -1.4481  -1.8213  -0.2743  1.12
C  0.0224  -1.5462  -0.9445  -0.02
C  -0.1463  -1.8586  -2.5790  0.92
Br  1.2424  -3.0177  -0.2620  -0.20
O  -1.8054  1.3135  0.8434  -0.52
C  -2.9489  2.0841  1.3554  -0.21
C  -2.8133  2.5416  2.9363  0.49
C  -4.0638  3.5858  3.3148  -0.88
O  -2.9159  1.4362  3.9016  -0.53
O  4.6757  0.5408  4.6364  -0.47
C  4.6382  1.9943  4.3097  -0.19
C  6.2201  2.5033  4.3320  -0.81
H  6.8211  -3.4261  2.5129  0.28
H  5.0766  -4.2120  2.3562  0.02
H  6.1640  -4.5821  3.8713  0.25
H  5.2761  -2.6068  5.0874  0.25
H  6.0043  -1.5246  3.6202  0.25
H  1.5532  0.5420  4.3905  0.39
H  2.0369  1.3666  2.7131  0.26
H  1.5030  -1.7848  2.5464  0.05
H  1.2161  -0.3521  1.3003  -0.16
H  -0.6553  0.1569  3.6543  0.13
H  -0.7483  -1.7255  3.5588  0.12
H  -4.4105  -1.2447  0.9101  -0.45
H  -4.3772  -0.2242  2.5162  0.06
H  -2.7169  -2.9627  2.7263  0.15
H  -4.4758  -3.2599  2.0984  0.32
H  -4.9327  -4.9372  6.3539  0.27
H  -5.7757  -3.2266  6.8174  0.25
H  -3.9058  -3.2654  6.5745  0.25
H  -2.3451  -1.6437  -1.0412  -1.53
H  -1.5946  -2.9048  0.1548  0.35
H  0.4233  -0.4684  -0.7269  0.36
H  -1.2664  -1.7888  -2.9335  -1.09
H  0.5537  -1.1604  -3.2092  -0.10
H  0.2339  -2.9727  -2.7772  0.30
H  -2.9625  3.1026  0.7320  0.25
H  -4.0042  1.5882  1.1465  -0.07
H  -1.8186  3.1369  3.1745  0.12
H  -4.2224  3.5932  4.4974  0.09
H  -3.8380  4.6899  2.9937  0.31
H  -5.0955  3.1734  2.8793  0.22
H  -3.8767  1.3174  4.2272  0.30
H  3.9792  2.5488  5.1074  0.37
H  4.1868  2.2285  3.2534  0.22
H  6.4454  2.9528  3.2540  0.17
H  6.9090  1.5659  4.5271  0.28
H  6.2887  3.3008  5.1882  0.18
C  3.1196  -0.8658  -5.2266  -0.55
Cl  2.9922  -0.5485  -3.4922  -0.10
Cl  1.5658  -0.6217  -6.0337  -0.14
H  3.8563  -0.1849  -5.6598  0.35
H  3.4398  -1.8998  -5.3765  0.38
C  -2.1296  -2.3883  -7.2338  -0.49
Cl  -2.0300  -0.7475  -7.8842  -0.16
Cl  -1.9004  -2.3926  -5.4809  0.04
H  -3.1136  -2.8035  -7.4648  0.29
H  -1.3525  -3.0020  -7.6957  0.34
C  2.0808  3.4793  -3.2767  -0.32
Cl  1.5574  2.1253  -4.2856  -0.04
Cl  2.7925  4.7659  -4.2581  -0.15
H  1.2165  3.8781  -2.7400  0.30
H  2.8266  3.1230  -2.5620  0.23
C  -5.2212  -1.5751  -2.1065  -0.41
Cl  -3.5931  -1.7369  -2.7761  -0.30
Cl  -5.2881  -0.2823  -0.9025  -0.10
H  -5.9175  -1.3435  -2.9161  0.30
H  -5.5064  -2.5176  -1.6328  0.26
C  -3.9629  6.5117  5.3871  -0.22
Cl  -2.2382  6.5055  4.9991  -0.13
Cl  -4.9109  7.1943  4.0602  -0.17
H  -4.2909  5.4851  5.5671  0.18
H  -4.1234  7.1132  6.2851  0.33
C  -5.4103  -0.8144  -5.8803  -0.42
Cl  -5.4052  -0.5764  -7.6320  -0.17
Cl  -5.3481  -2.5333  -5.4719  -0.07
H  -4.5384  -0.3150  -5.4508  0.26
H  -6.3243  -0.3829  -5.4653  0.38
C  6.4162  -3.7545  -5.0707  -0.36
Cl  5.2610  -2.7451  -4.1921  -0.07
Cl  7.0251  -2.9219  -6.5064  -0.13
H  7.2563  -3.9891  -4.4125  0.31
H  5.9197  -4.6779  -5.3786  0.27
C  6.0252  6.2527  -5.0668  -0.11
Cl  7.5480  6.0524  -5.9421  -0.17
Cl  5.1820  7.7177  -5.5843  -0.15
H  5.3868  5.3874  -5.2609  0.13
H  6.2364  6.3228  -3.9970  0.29
C  -8.8397  7.3679  3.7880  0.02
Cl  -9.8871  7.5883  5.1949  -0.16
Cl  -8.9320  5.7105  3.1798  -0.14
H  -9.1549  8.0545  2.9986  0.26
H  -7.8079  7.5846  4.0751  0.02
C  3.1678  -6.7678  1.9933  -0.46
Cl  3.1757  -6.6154  3.7545  -0.17
Cl  2.4209  -5.3557  1.2361  -0.14
H  4.1976  -6.8582  1.6393  0.28
H  2.6026  -7.6609  1.7160  0.33
C  6.1975  -0.7095  -10.0711  -0.36
Cl  5.1501  -0.4891  -8.6642  -0.06
Cl  6.1052  -2.3668  -10.6793  -0.15
H  5.8823  -0.0228  -10.8605  0.32
H  7.2293  -0.4928  -9.7840  0.26
C  -5.7030  -6.3053  -4.7634  -0.38
Cl  -4.0750  -6.4671  -5.4330  -0.14
Cl  -5.7699  -5.0125  -3.5594  -0.06
H  -6.3994  -6.0737  -5.5730  0.26
H  -5.9882  -7.2478  -4.2897  0.32
C  4.5629  6.1435  4.7207  -0.35
Cl  3.5874  4.9144  3.9064  -0.08
Cl  6.2117  6.1716  4.0837  -0.15
H  4.1044  7.1229  4.5642  0.34
H  4.5981  5.9191  5.7895  0.25